# 1
{"formula": "C10H6AuN2O4S", "method": "ωB97M-V with the def2-TZVPD basis set", "elements": ["Au", "O", "C", "O", "C", "C", "C", "C", "C", "N", "C", "O", "O", "H", "H", "H", "S", "C", "C", "N", "C", "H", "H", "H"], "positions_angstrom": [[-0.82088, -0.68347, -1.75840], [1.27882, 2.54136, 0.91801], [0.55308, 1.77429, 0.26439], [0.46231, 1.65609, -0.97856], [-0.33235, 0.82456, 1.11129], [-0.33953, 0.91207, 2.49973], [-1.13736, 0.04033, 3.22485], [-1.90788, -0.89635, 2.55126], [-1.83947, -0.92674, 1.16686], [-1.07172, -0.08630, 0.48852], [-2.66632, -1.92271, 0.34120], [-3.44526, -2.64929, 0.95803], [-2.48629, -1.90708, -0.91879], [0.28462, 1.66480, 2.95984], [-1.15985, 0.09147, 4.30730], [-2.55808, -1.60023, 3.05049], [2.73729, 1.46061, -3.17330], [3.15955, 0.27260, -2.01856], [2.16766, -0.64349, -1.92119], [1.09844, -0.42939, -2.75128], [1.26861, 0.65221, -3.45995], [4.07304, 0.32291, -1.45299], [2.14875, -1.49068, -1.25429], [0.53283, 1.02245, -4.15446]], "atomic_forces_ev_per_a": [[0.18, -0.72, -0.17], [0.02, 0.02, 0.14], [0.10, 0.00, -0.14], [-0.16, 0.10, 0.19], [0.09, 0.11, 0.09], [-0.01, 0.03, -0.02], [0.01, 0.01, -0.07], [-0.04, -0.02, -0.01], [-0.14, -0.08, -0.02], [0.10, 0.20, 0.13], [-0.04, 0.01, -0.02], [0.03, 0.01, 0.04], [0.00, 0.14, -0.12], [-0.01, -0.01, 0.01], [0.00, 0.00, 0.01], [0.01, 0.01, 0.01], [-0.02, -0.13, -0.02], [-0.07, -0.04, -0.07], [0.28, -0.04, 0.05], [-0.51, 0.33, 0.03], [0.19, 0.01, -0.10], [0.01, 0.01, 0.00], [0.00, 0.02, 0.02], [-0.02, 0.04, 0.03]], "lowdin_charge": [0.785, -0.042, -0.661, -0.116, -0.170, -0.016, -0.066, -0.017, -0.196, 0.069, -0.644, -0.006, -0.178, 0.105, 0.096, 0.107, 1.013, -0.390, -0.260, -0.167, -0.496, 0.067, 0.107, 0.076], "charge": -1, "largest_force_ev_per_a": 0.8, "energy_ev": -36167.2116, "e_lumo_ha": 0.095, "homo_lumo_gap_ev": 7.384}

# 2
{"formula": "C10H6Br2I2NOPdS3Sb", "method": "ωB97M-V with the def2-TZVPD basis set", "elements": ["Pd", "S", "Sb", "S", "S", "C", "C", "C", "C", "C", "C", "Br", "C", "C", "Br", "C", "O", "C", "N", "H", "H", "H", "H", "H", "H", "I", "I"], "positions_angstrom": [[-1.87634, -0.18830, -0.88835], [-6.38412, 0.44595, -1.15860], [-4.57026, 0.27048, 0.27904], [-3.57557, -1.76497, -0.99562], [-3.14384, 1.85112, -0.92350], [0.87487, 0.09070, -2.74169], [1.27545, 0.04230, -1.29775], [2.62490, 0.04369, -0.89755], [2.94652, 0.03631, 0.42948], [1.93073, 0.01674, 1.40706], [2.13994, 0.02891, 2.80137], [3.91502, 0.07867, 3.50206], [1.08657, 0.00290, 3.67459], [-0.22101, -0.05319, 3.19760], [-1.65379, -0.10655, 4.44036], [-0.54063, -0.09712, 1.83384], [-1.73354, -0.20022, 1.39507], [0.59569, -0.02303, 0.93406], [0.31260, -0.00283, -0.39130], [1.71625, 0.35318, -3.38223], [0.08129, 0.82149, -2.89081], [0.49289, -0.87832, -3.06756], [3.40207, 0.06233, -1.65004], [3.98059, 0.04808, 0.74584], [1.26315, 0.01961, 4.74103], [-2.92654, -0.86704, -3.20871], [-2.01291, -0.03088, -5.88769]], "atomic_forces_ev_per_a": [[1.44, 0.11, 1.22], [-0.56, 0.30, -0.36], [0.80, -0.07, -0.22], [-1.06, -0.19, 1.08], [-0.75, -0.35, 0.45], [0.15, -0.01, 0.01], [-0.26, 0.01, 0.24], [0.13, 0.02, 0.03], [0.00, 0.00, -0.06], [-0.25, -0.01, -0.10], [0.17, 0.00, 0.22], [-0.09, 0.00, -0.02], [0.17, 0.02, -0.06], [-0.20, -0.04, -0.11], [0.10, 0.00, -0.06], [-0.11, 0.02, 0.16], [0.01, 0.03, -0.44], [0.18, -0.03, 0.14], [0.29, 0.23, -0.51], [0.00, -0.01, 0.03], [-0.04, 0.00, -0.04], [-0.04, 0.01, -0.01], [-0.02, 0.01, -0.01], [0.01, 0.01, -0.01], [0.00, 0.00, 0.00], [-0.25, -0.20, -1.42], [0.18, 0.13, -0.15]], "mulliken_spin": [1.080, 0.866, -0.057, 0.235, 0.527, 0.000, 0.012, -0.001, 0.013, -0.015, 0.006, 0.000, -0.003, 0.043, 0.001, -0.014, 0.097, -0.046, 0.016, 0.001, 0.001, 0.001, 0.000, 0.001, 0.000, 0.169, 0.068], "charge": -1, "largest_force_ev_per_a": 1.9, "spin_multiplicity": 4, "energy_ev": -212818.2113, "s2": 3.778, "e_lumo_ha": [0.079, 0.000], "homo_lumo_gap_ev": [7.247, 5.188]}

# 3
{"formula": "C10H6Cl2CoN2O3Y", "method": "ωB97M-V with the def2-TZVPD basis set", "elements": ["Y", "Co", "Cl", "Cl", "C", "C", "C", "O", "O", "O", "N", "C", "N", "C", "C", "C", "C", "C", "C", "H", "H", "H", "H", "H", "H"], "positions_angstrom": [[-4.34512, -4.40812, -2.45282], [0.69141, -1.57871, 0.04303], [-4.56254, -1.97804, -2.70672], [-0.24241, -3.48268, 0.27439], [1.89721, -1.63249, 1.33851], [-4.83950, -3.96794, -0.27951], [-3.10538, -5.68118, -0.89047], [2.65789, -1.76679, 2.22118], [-4.97675, -3.89390, 0.87712], [-2.71934, -6.35149, -0.02250], [1.00916, 2.06822, -1.86464], [0.82203, 0.72087, -1.82665], [0.85567, 0.27936, -0.54882], [1.11392, 1.40335, 0.26660], [1.31082, 1.50760, 1.63482], [1.64279, 2.76786, 2.15526], [1.74904, 3.89469, 1.32194], [1.51952, 3.79260, -0.05712], [1.20529, 2.53149, -0.55549], [1.04014, 2.65330, -2.70877], [0.70170, 0.13439, -2.73379], [1.20592, 0.61574, 2.25170], [1.83653, 2.86582, 3.22311], [1.96350, 4.85885, 1.78075], [1.56848, 4.64721, -0.74111]], "atomic_forces_ev_per_a": [[-1.05, 2.06, -3.94], [-2.59, -0.43, -2.70], [0.36, -1.90, 0.35], [-0.33, 0.13, -0.31], [7.49, -1.35, 8.31], [-1.71, 0.97, 8.88], [3.39, -4.92, 5.74], [-4.23, 0.80, -4.91], [0.69, -0.18, -6.43], [-1.96, 3.55, -4.65], [0.18, -0.01, 0.94], [0.23, 1.18, 1.28], [-0.06, 1.14, -1.16], [-0.29, 0.01, -2.16], [-0.20, -0.93, 0.05], [0.46, 1.80, -0.03], [-0.14, -0.59, 1.56], [0.08, 1.23, -0.38], [-0.37, -2.49, -1.25], [-0.01, -0.37, 0.28], [-0.06, 0.02, 0.30], [0.09, 0.47, 0.24], [-0.11, 0.05, -0.22], [0.07, -0.16, -0.23], [0.09, -0.10, 0.42]], "mulliken_spin": [0.000, 2.726, 0.000, 0.168, 0.036, 0.000, 0.000, -0.005, 0.000, 0.001, 0.106, -0.020, 0.107, 0.051, 0.248, 0.123, 0.090, 0.236, 0.137, -0.006, 0.000, 0.004, 0.003, 0.006, -0.012], "charge": 4, "largest_force_ev_per_a": 11.3, "spin_multiplicity": 5, "energy_ev": -83259.9103, "s2": 6.036, "e_lumo_ha": [-0.558, -0.581], "homo_lumo_gap_ev": [6.534, 5.949]}